[1]
This record from OMol25 describes a molecular structure, C24H65F12MgN7O18S4 at a distorted geometry. The level of theory is ωB97M-V/def2-TZVPD.

Each line ends with the Löwdin charge.
Atoms and positions in Å:
Mg -2.917 -0.623 2.328  0.533
C -6.516 -1.437 2.987  -0.663
F -6.777 -0.163 3.250  0.151
F -7.551 -2.189 3.327  0.163
F -6.319 -1.583 1.674  0.135
S -5.038 -2.046 3.963  0.672
O -5.586 -2.515 5.191  -0.236
O -4.442 -3.081 3.157  -0.276
N -4.009 -0.687 3.949  -0.339
S -3.931 0.076 5.363  0.603
O -3.406 1.391 5.131  -0.255
O -5.123 0.015 6.156  -0.254
C -2.645 -0.928 6.316  -0.660
F -2.621 -0.477 7.557  0.169
F -2.964 -2.215 6.297  0.151
F -1.439 -0.790 5.769  0.128
C 0.202 -1.256 -0.130  -0.647
F -0.641 -2.284 -0.188  0.128
F 0.981 -1.415 0.938  0.129
F 0.995 -1.239 -1.188  0.147
S -0.783 0.369 -0.006  0.678
O 0.131 1.362 -0.477  -0.257
O -1.964 0.116 -0.805  -0.298
N -1.347 0.348 1.610  -0.319
S -0.254 1.165 2.451  0.617
O -0.612 0.871 3.827  -0.282
O 1.135 0.965 2.161  -0.265
C -0.652 3.001 2.228  -0.654
F -0.812 3.320 0.949  0.126
F -1.790 3.242 2.862  0.159
F 0.334 3.715 2.738  0.171
O -1.534 -2.094 2.968  -0.039
H -1.029 -2.138 3.797  0.064
H -1.315 -2.914 2.515  0.078
O -3.510 -1.917 0.853  -0.025
H -3.969 -1.949 0.007  0.109
H -2.967 -2.713 0.875  0.078
O -4.184 0.723 1.522  -0.052
H -4.702 1.359 2.027  0.099
H -4.409 0.867 0.579  0.036
O 2.343 5.974 4.791  -0.056
H 2.074 5.674 3.917  0.020
H 3.300 5.883 4.796  0.032
O -4.726 1.199 -1.116  -0.031
H -4.134 1.198 -1.876  0.061
H -5.467 1.761 -1.367  0.071
C 2.848 2.985 -4.758  -0.061
C 2.979 1.692 -3.979  -0.433
C 2.126 0.534 -4.519  -0.178
O 0.830 0.934 -4.948  -0.180
C 0.054 1.408 -3.878  -0.120
N 4.427 1.385 -3.959  0.047
H 1.803 3.291 -4.863  0.066
H 3.135 2.878 -5.811  0.088
H 3.470 3.751 -4.303  0.076
H 2.693 1.908 -2.944  0.119
H 2.024 -0.242 -3.750  0.108
H 2.592 0.149 -5.428  0.130
H -0.009 0.712 -3.041  0.062
H -0.995 1.545 -4.172  0.093
H 0.284 2.440 -3.593  0.069
H 4.731 1.228 -4.917  0.077
H 4.619 0.501 -3.488  0.049
C 4.374 1.295 1.482  -0.058
C 4.910 1.045 0.082  -0.424
C 4.267 -0.201 -0.504  -0.202
O 5.041 -0.686 -1.599  -0.202
C 4.535 -1.902 -2.103  -0.118
N 4.715 2.262 -0.698  0.058
H 3.303 1.477 1.424  0.055
H 4.859 2.181 1.902  0.081
H 4.632 0.511 2.195  0.081
H 5.980 0.810 0.060  0.139
H 3.228 -0.033 -0.824  0.117
H 4.202 -1.002 0.248  0.124
H 4.614 -2.747 -1.409  0.087
H 5.218 -2.154 -2.917  0.092
H 3.512 -1.803 -2.477  0.072
H 4.569 2.099 -1.691  0.035
H 3.907 2.810 -0.425  0.041
C 2.148 -4.195 2.108  -0.054
C 2.103 -4.955 3.427  -0.434
C 0.831 -4.713 4.225  -0.206
O 0.513 -3.354 4.461  -0.224
C 1.411 -2.680 5.339  -0.066
N 2.114 -6.419 3.147  0.031
H 2.300 -3.147 2.384  0.069
H 1.201 -4.221 1.567  0.077
H 2.976 -4.489 1.464  0.079
H 2.996 -4.656 3.990  0.134
H 0.897 -5.334 5.130  0.128
H -0.057 -5.081 3.708  0.130
H 2.339 -2.384 4.845  0.090
H 1.630 -3.363 6.166  0.096
H 0.927 -1.793 5.742  0.083
H 2.434 -6.913 3.977  0.072
H 2.880 -6.549 2.490  0.066
C -1.476 -2.279 -3.370  -0.055
C -2.325 -2.857 -4.489  -0.447
C -3.234 -3.941 -3.946  -0.200
O -2.487 -5.125 -3.664  -0.169
C -2.633 -5.601 -2.365  -0.144
N -3.119 -1.855 -5.185  0.043
H -2.039 -1.536 -2.795  0.069
H -0.625 -1.730 -3.792  0.076
H -1.017 -3.020 -2.718  0.070
H -1.590 -3.310 -5.167  0.140
H -3.940 -4.271 -4.721  0.125
H -3.866 -3.569 -3.135  0.123
H -2.019 -5.068 -1.628  0.074
H -2.276 -6.636 -2.276  0.088
H -3.659 -5.736 -2.000  0.088
H -2.607 -0.988 -5.305  0.068
H -3.341 -2.158 -6.126  0.075
C -1.331 5.324 -1.364  -0.047
C -0.343 5.968 -2.347  -0.417
C 1.074 5.458 -2.400  -0.217
O 1.772 5.892 -1.263  -0.157
C 3.133 5.580 -1.327  -0.107
N -0.959 6.185 -3.682  0.018
H -2.340 5.613 -1.644  0.072
H -1.122 5.661 -0.349  0.073
H -1.185 4.242 -1.331  0.061
H -0.300 7.013 -2.003  0.131
H 1.562 5.900 -3.282  0.123
H 1.086 4.371 -2.568  0.114
H 3.609 5.784 -2.292  0.090
H 3.288 4.497 -1.176  0.063
H 3.698 6.024 -0.511  0.093
H -0.271 6.489 -4.362  0.057
H -1.646 6.924 -3.656  0.063

relative energy (zero: lowest compared OMol25 entry of this formula, charge and spin) = 0.0 kJ/mol
gap between HOMO and LUMO = 8.569 eV
charge = 0



[2]
This record from OMol25 describes 7 unconnected molecules or ions with the total composition C24H66N4O11 at a distorted geometry. The level of theory is ωB97M-V/def2-TZVPD.

Each line ends with the Löwdin charge.
Atoms and positions in Å:
C -2.739 -2.638 10.048  -0.109
O -2.241 -3.639 9.162  -0.221
C -3.179 -4.640 8.814  -0.226
C -2.742 -5.157 7.451  -0.250
N -2.763 -4.157 6.449  -0.070
C -2.263 -4.681 5.228  -0.235
C -2.326 -3.684 4.075  -0.228
O -1.468 -2.599 4.372  -0.175
C -1.513 -1.794 3.198  -0.119
H -3.639 -2.142 9.595  0.098
H -1.877 -1.948 10.240  0.097
H -3.019 -3.052 11.030  0.080
H -4.217 -4.254 8.833  0.124
H -3.085 -5.425 9.598  0.127
H -3.456 -5.969 7.129  0.135
H -1.758 -5.653 7.545  0.124
H -2.215 -3.350 6.721  0.118
H -2.967 -5.530 5.021  0.131
H -1.268 -5.149 5.274  0.121
H -3.312 -3.288 4.003  0.113
H -2.018 -4.146 3.125  0.125
H -0.999 -0.844 3.429  0.089
H -2.521 -1.481 3.013  0.063
H -1.102 -2.299 2.318  0.088
C -4.492 -1.542 -2.125  -0.078
O -4.078 -1.931 -0.780  -0.203
C -2.743 -1.579 -0.411  -0.225
C -2.643 -0.175 0.106  -0.209
N -3.692 0.161 1.068  -0.023
C -3.701 1.514 1.634  -0.202
C -2.915 1.653 2.872  -0.234
O -1.523 1.691 2.635  -0.201
C -1.151 3.045 2.476  -0.085
H -5.343 -2.147 -2.348  0.070
H -3.712 -1.504 -2.927  0.101
H -4.810 -0.482 -2.085  0.074
H -2.025 -1.780 -1.195  0.101
H -2.497 -2.343 0.340  0.115
H -2.575 0.480 -0.815  0.116
H -1.677 -0.101 0.562  0.080
H -4.581 -0.112 0.669  0.105
H -4.705 1.760 1.880  0.113
H -3.382 2.257 0.852  0.114
H -3.162 0.808 3.535  0.134
H -3.223 2.583 3.291  0.108
H -1.827 3.564 1.836  0.077
H -0.164 3.023 2.071  0.075
H -1.197 3.572 3.408  0.088
C 5.471 -2.380 -5.330  -0.163
O 5.084 -1.143 -4.927  -0.201
C 6.148 -0.267 -4.617  -0.232
C 5.666 1.132 -4.527  -0.219
N 4.750 1.292 -3.389  -0.037
C 4.385 2.666 -2.996  -0.195
C 3.606 2.591 -1.702  -0.302
O 3.116 3.860 -1.439  -0.195
C 2.695 3.910 -0.065  -0.091
H 4.698 -3.074 -5.033  0.083
H 6.436 -2.754 -4.838  0.107
H 5.668 -2.367 -6.436  0.100
H 6.869 -0.225 -5.475  0.142
H 6.574 -0.550 -3.638  0.132
H 5.161 1.337 -5.441  0.100
H 6.482 1.875 -4.483  0.127
H 5.254 0.814 -2.684  0.085
H 3.668 3.131 -3.717  0.121
H 5.189 3.448 -2.791  0.140
H 4.356 2.272 -0.933  0.132
H 2.731 1.887 -1.688  0.119
H 3.590 3.909 0.569  0.085
H 2.075 3.017 0.257  0.085
H 2.168 4.833 0.126  0.080
C -3.030 3.323 -2.169  -0.106
O -1.794 3.504 -2.798  -0.194
C -0.784 2.674 -2.353  -0.248
C 0.417 2.753 -3.303  -0.179
N -0.147 2.367 -4.623  -0.039
C 0.923 2.464 -5.618  -0.212
C 1.689 1.147 -5.701  -0.208
O 2.640 1.419 -6.719  -0.209
C 3.080 0.293 -7.427  -0.117
H -2.835 3.311 -1.044  0.086
H -3.482 2.357 -2.457  0.085
H -3.766 4.075 -2.458  0.087
H -1.121 1.628 -2.164  0.110
H -0.457 3.055 -1.367  0.122
H 1.122 2.017 -2.990  0.077
H 0.896 3.731 -3.264  0.121
H -0.890 3.016 -4.898  0.108
H 1.666 3.176 -5.364  0.095
H 0.494 2.660 -6.594  0.121
H 1.058 0.295 -5.949  0.122
H 2.192 1.045 -4.709  0.116
H 2.194 -0.129 -7.947  0.098
H 3.581 -0.458 -6.823  0.067
H 3.813 0.626 -8.136  0.079
O 2.622 -1.262 3.009  -0.036
H 2.573 -2.215 3.171  0.050
H 2.366 -0.871 3.824  0.020
O 0.154 -0.649 -1.425  -0.084
H 0.946 -0.570 -1.978  0.040
H 0.321 -0.162 -0.564  0.013
O 0.839 0.695 1.000  -0.058
H 1.289 -0.142 1.204  0.047
H 0.095 0.715 1.616  0.014

relative energy (zero: lowest compared OMol25 entry of this formula, charge and spin) = 300.0 kJ/mol
SMILES = COCCNCCOC.COCCNCCOC.COCCNCCOC.COCCNCCOC.O.O.O
gap between HOMO and LUMO = 8.998 eV
charge = 0



> Look up the charge of the first one.

0